A single ClFH2NOP molecule, computed with the ωB97M-V functional and the def2-TZVPD basis.

Relative energy (zero: lowest compared OMol25 entry of this formula, charge and spin) = 0.00 kJ/mol
E_tot = -1032.68954 a.u.
HOMO energy = -10.180 eV
Orbital gap = 10.6324 eV
SMILES = N=[P@@](O)(F)Cl

```
! RIJCOSX wB97M-V def2-TZVPD def2/J DEFGRID3
* xyz 0 1
N 0.4633 1.1313 0.5070
P 0.0853 -0.1425 -0.3308
O -1.3379 -0.5237 0.2206
F -0.1221 0.0531 -1.9496
Cl 1.0715 -1.8573 -0.2954
H 1.3681 1.3203 0.8338
H -1.5283 0.0188 1.0145
*
```